# 1
The following is a quantum chemistry calculation of a cluster of 2 separate species, C6H14N2O2 in total, from OMol25.

Its energy above the lowest of the compared OMol25 structures with the same formula, charge and spin is 2.5545 eV. The strongest force on any atom comes out at 4.83 eV/A. The calculated total energy is -496.96365 Ha. As for the SMILES: CNC(C)=O.CNC(C)=O. The calculation puts the frontier orbital gap at 9.81 eV.

Each atom is followed by the atoms it is bonded to, with distances in Å.
Positions of all 24 atoms, in Å:
1 C -1.41 1.28 -2.12  C3 1.517, H6 1.122, H9 1.126, H10 1.064
2 C 0.64 -2.02 -1.83  N5 1.474, H8 1.136, H11 1.030, H12 1.086
3 C -1.13 -0.20 -1.95  C1 1.517, O4 1.237, N5 1.405
4 O -2.10 -0.97 -1.94  C3 1.237
5 N 0.19 -0.62 -1.70  C2 1.474, C3 1.405, H7 1.070
6 H -1.43 1.56 -3.21  C1 1.122
7 H 0.96 0.10 -1.55  N5 1.070
8 H 0.22 -2.58 -0.93  C2 1.136
9 H -2.52 1.28 -1.92  C1 1.126
10 H -0.75 1.95 -1.63  C1 1.064
11 H 0.32 -2.48 -2.69  C2 1.030
12 H 1.72 -1.91 -1.71  C2 1.086
13 C 2.23 0.97 2.06  N17 1.515, H19 1.098, H21 1.095, H22 0.988
14 C -1.35 -0.16 1.71  C15 1.559, H20 1.042, H23 0.996, H24 1.135
15 C -0.05 0.36 2.40  C14 1.559, O16 1.255, N17 1.335
16 O -0.03 0.50 3.65  C15 1.255
17 N 0.95 0.36 1.51  C13 1.515, C15 1.335, H18 1.049
18 H 0.74 0.25 0.49  N17 1.049
19 H 3.13 1.01 1.44  C13 1.098
20 H -2.00 -0.55 2.43  C14 1.042
21 H 2.07 2.01 2.36  C13 1.095
22 H 2.66 0.38 2.72  C13 0.988
23 H -1.98 0.53 1.36  C14 0.996
24 H -1.08 -1.03 1.03  C14 1.135

# 2
The following is a quantum chemistry calculation of a cluster of 2 separate species, C6H14N2O2 in total, from OMol25.

Its energy above the lowest of the compared OMol25 structures with the same formula, charge and spin is 2.7472 eV. The strongest force on any atom comes out at 4.27 eV/A. The calculated total energy is -496.95657 Ha. As for the SMILES: CNC(C)=O.CNC(C)=O. The calculation puts the frontier orbital gap at 9.89 eV.

Each atom is followed by the atoms it is bonded to, with distances in Å.
Positions of all 24 atoms, in Å:
1 C 3.04 -1.15 -0.48  C3 1.551, H6 1.159, H9 1.097, H10 1.069
2 C -0.12 -1.28 -2.78  N5 1.402, H8 1.093, H11 1.086, H12 1.032
3 C 1.77 -1.69 -1.19  C1 1.551, O4 1.261, N5 1.403
4 O 1.58 -2.94 -1.27  C3 1.261
5 N 0.89 -0.86 -1.90  C2 1.402, C3 1.403, H7 1.040
6 H 3.12 -1.08 0.68  C1 1.159
7 H 1.23 0.09 -2.14  N5 1.040
8 H -1.10 -1.17 -2.31  C2 1.093
9 H 3.85 -1.82 -0.80  C1 1.097
10 H 3.25 -0.14 -0.74  C1 1.069
11 H -0.18 -0.80 -3.75  C2 1.086
12 H -0.31 -2.27 -2.98  C2 1.032
13 C -0.01 2.90 2.06  N17 1.526, H19 1.091, H21 1.157, H22 1.080
14 C -2.36 0.39 0.53  C15 1.464, H20 1.141, H23 1.074, H24 1.132
15 C -1.78 1.16 1.64  C14 1.464, O16 1.221, N17 1.356
16 O -2.50 1.29 2.62  C15 1.221
17 N -0.65 1.80 1.23  C13 1.526, C15 1.356, H18 1.064
18 H -0.12 1.69 0.32  N17 1.064
19 H 0.95 2.99 1.53  C13 1.091
20 H -1.62 0.19 -0.31  C14 1.141
21 H -0.65 3.84 1.85  C13 1.157
22 H 0.12 2.67 3.10  C13 1.080
23 H -3.03 -0.41 0.76  C14 1.074
24 H -3.18 0.90 -0.05  C14 1.132

# 3
The following is a quantum chemistry calculation of a cluster of 2 separate species, C6H14N2O2 in total, from OMol25.

Its energy above the lowest of the compared OMol25 structures with the same formula, charge and spin is 1.5310 eV. The strongest force on any atom comes out at 2.89 eV/A. The calculated total energy is -497.00127 Ha. As for the SMILES: CNC(C)=O.CNC(C)=O. The calculation puts the frontier orbital gap at 9.84 eV.

Each atom is followed by the atoms it is bonded to, with distances in Å.
Positions of all 24 atoms, in Å:
1 C -2.36 1.19 0.82  C3 1.510, H6 1.120, H9 1.090, H10 1.083
2 C 0.89 0.65 2.67  N5 1.465, H8 1.080, H11 1.098, H12 1.113
3 C -1.15 0.39 1.25  C1 1.510, O4 1.205, N5 1.413
4 O -0.90 -0.77 1.05  C3 1.205
5 N -0.16 1.23 1.82  C2 1.465, C3 1.413, H7 1.025
6 H -2.18 1.74 -0.13  C1 1.120
7 H -0.64 2.07 2.16  N5 1.025
8 H 1.26 1.40 3.35  C2 1.080
9 H -3.10 0.55 0.34  C1 1.090
10 H -2.71 1.94 1.52  C1 1.083
11 H 0.51 -0.31 3.05  C2 1.098
12 H 1.68 0.43 1.93  C2 1.113
13 C 1.82 0.62 -1.44  N17 1.409, H19 1.150, H21 1.132, H22 1.128
14 C -0.42 -2.43 -1.68  C15 1.501, H20 1.126, H23 1.098, H24 1.109
15 C 0.29 -1.19 -2.15  C14 1.501, O16 1.217, N17 1.389
16 O -0.04 -0.58 -3.15  C15 1.217
17 N 1.22 -0.64 -1.27  C13 1.409, C15 1.389, H18 1.012
18 H 1.65 -1.33 -0.67  N17 1.012
19 H 2.05 1.23 -0.49  C13 1.150
20 H 0.27 -3.30 -1.85  C14 1.126
21 H 2.80 0.58 -2.00  C13 1.132
22 H 1.13 1.24 -2.10  C13 1.128
23 H -0.68 -2.41 -0.61  C14 1.098
24 H -1.23 -2.32 -2.43  C14 1.109

# 4
The following is a quantum chemistry calculation of a cluster of 2 separate species, C6H14N2O2 in total, from OMol25.

Its spin multiplicity is 2. Its energy above the lowest of the compared OMol25 structures with the same formula, charge and spin is 0.7447 eV. The strongest force on any atom comes out at 1.79 eV/A. The calculated total energy is -496.70441 Ha. As for the net charge: +1. The calculation puts the frontier orbital gap (spin up / spin down) at 10.14 / 5.17 eV.

Each atom is followed by the atoms it is bonded to, with distances in Å.
Positions of all 24 atoms, in Å:
1 C -1.90 -1.97 1.03  C3 1.494, H6 1.096, H9 1.102, H10 1.093
2 C -2.39 1.37 -0.72  N5 1.463, H8 1.087, H11 1.086, H12 1.091
3 C -1.67 -0.57 0.54  C1 1.494, O4 1.231, N5 1.363
4 O -0.73 0.07 1.02  C3 1.231
5 N -2.62 0.00 -0.24  C2 1.463, C3 1.363, H7 1.012
6 H -2.90 -2.40 0.87  C1 1.096
7 H -3.00 -0.57 -0.98  N5 1.012
8 H -1.35 1.62 -0.84  C2 1.087
9 H -1.23 -2.69 0.54  C1 1.102
10 H -1.68 -2.03 2.09  C1 1.093
11 H -2.94 1.50 -1.65  C2 1.086
12 H -2.89 2.06 -0.04  C2 1.091
13 C 1.77 1.77 -1.28  N17 1.474, H19 1.087, H22 1.078, H23 1.089
14 C 2.40 -1.20 0.97  C15 1.501, H20 1.084, H21 1.085, H24 1.086
15 C 2.63 0.05 0.17  C14 1.501, O16 1.246, N17 1.304
16 O 3.63 0.75 0.43  C15 1.246
17 N 1.72 0.43 -0.68  C13 1.474, C15 1.304, H18 1.031
18 H 0.79 0.06 -0.41  N17 1.031
19 H 2.22 2.47 -0.58  C13 1.087
20 H 2.40 -2.05 0.30  C14 1.084
21 H 1.47 -1.14 1.52  C14 1.085
22 H 2.27 1.70 -2.23  C13 1.078
23 H 0.77 2.14 -1.49  C13 1.089
24 H 3.23 -1.37 1.66  C14 1.086

# 5
The following is a quantum chemistry calculation of a cluster of 2 separate species, C6H14N2Si in total, from OMol25.

Its energy above the lowest of the compared OMol25 structures with the same formula, charge and spin is 2.6630 eV. The strongest force on any atom comes out at 5.59 eV/A. The calculated total energy is -635.99307 Ha. As for the SMILES: C[Si](C)(C)N.C=CC#N. The calculation puts the frontier orbital gap at 9.16 eV.

Each atom is followed by the atoms it is bonded to, with distances in Å.
Positions of all 23 atoms, in Å:
1 C -2.71 -0.99 0.38  C6 1.416, N7 1.146
2 C -3.61 1.18 -0.04  C6 1.356, H10 1.044, H11 1.117
3 C 2.86 0.60 -0.98  Si9 1.918, H13 1.089, H14 1.098, H15 1.119
4 C 1.30 -1.96 -0.46  Si9 1.890, H16 1.090, H17 1.079, H18 1.081
5 C 1.25 0.51 1.63  Si9 1.880, H19 1.011, H20 1.098, H21 1.122
6 C -2.86 0.37 0.75  C1 1.416, C2 1.356, H22 0.989
7 N -2.68 -2.13 0.25  C1 1.146
8 N -0.16 0.55 -0.87  Si9 1.731, H12 1.024, H23 1.031
9 Si 1.27 -0.09 -0.15  C3 1.918, C4 1.890, C5 1.880, N8 1.731
10 H -3.43 2.21 -0.08  C2 1.044
11 H -4.31 0.80 -0.82  C2 1.117
12 H -0.75 0.99 -0.15  N8 1.024
13 H 3.33 1.58 -0.93  C3 1.089
14 H 3.55 -0.23 -0.80  C3 1.098
15 H 2.60 0.42 -2.06  C3 1.119
16 H 0.23 -2.14 -0.58  C4 1.090
17 H 1.94 -2.33 -1.24  C4 1.079
18 H 1.48 -2.51 0.46  C4 1.081
19 H 1.06 -0.17 2.36  C5 1.011
20 H 2.21 1.00 1.86  C5 1.098
21 H 0.49 1.34 1.64  C5 1.122
22 H -2.35 0.70 1.53  C6 0.989
23 H -0.70 0.28 -1.70  N8 1.031

# 6
The following is a quantum chemistry calculation of the ion C6H14N3 with charge +1, from OMol25.

Its energy above the lowest of the compared OMol25 structures with the same formula, charge and spin is 3.5861 eV. The strongest force on any atom comes out at 5.67 eV/A. The calculated total energy is -400.91852 Ha. As for the net charge: +1. As for the SMILES: CN[C@@H](N)CC(C)=C=[NH2+]. The calculation puts the frontier orbital gap at 7.08 eV.

Each atom is followed by the atoms it is bonded to, with distances in Å.
Positions of all 23 atoms, in Å:
1 C -0.75 -0.60 -1.23  C2 1.307, C3 1.454, C5 1.483
2 C -1.20 -1.67 -0.65  C1 1.307, N7 1.309
3 C -0.67 0.73 -0.66  C1 1.454, C4 1.542, H10 1.070, H11 1.148
4 C -0.14 0.97 0.77  C3 1.542, N8 1.458, N9 1.472, H12 1.125
5 C -0.27 -0.63 -2.64  C1 1.483, H13 1.098, H14 1.192, H15 1.114
6 C 1.79 0.19 2.21  N9 1.450, H16 1.188, H17 1.112, H18 1.092
7 N -1.68 -2.67 0.05  C2 1.309, H19 1.108, H20 0.976
8 N 0.12 2.40 0.92  C4 1.458, H21 1.012, H22 0.990
9 N 1.08 0.15 0.95  C4 1.472, C6 1.450, H23 1.014
10 H 0.03 1.26 -1.27  C3 1.070
11 H -1.69 1.21 -0.86  C3 1.148
12 H -0.80 0.58 1.59  C4 1.125
13 H -0.77 -1.38 -3.27  C5 1.098
14 H 0.90 -0.74 -2.81  C5 1.192
15 H -0.47 0.29 -3.24  C5 1.114
16 H 0.82 0.08 2.89  C6 1.188
17 H 2.39 -0.74 2.18  C6 1.112
18 H 2.27 1.14 2.45  C6 1.092
19 H -2.75 -2.61 0.31  N7 1.108
20 H -1.18 -3.50 0.18  N7 0.976
21 H 0.62 2.50 1.80  N8 1.012
22 H 0.56 2.68 0.08  N8 0.990
23 H 1.77 0.35 0.24  N9 1.014

# 7
The following is a quantum chemistry calculation of the ion C6H14N3O with charge +1, from OMol25.

Its spin multiplicity is 3. Its energy above the lowest of the compared OMol25 structures with the same formula, charge and spin is 1.7648 eV. The strongest force on any atom comes out at 12.57 eV/A. The calculated total energy is -476.03009 Ha. As for the net charge: +1. The calculation puts the frontier orbital gap (spin up / spin down) at 6.21 / 7.66 eV.

Each atom is followed by the atoms it is bonded to, with distances in Å.
Positions of all 24 atoms, in Å:
1 C 0.25 -1.40 0.90  C4 1.645, N7 1.265, O10 1.356
2 C -0.64 -0.88 -1.84  C3 1.551, N9 1.502, H11 1.103, H12 1.146
3 C 0.48 -1.87 -1.44  C2 1.551, O10 1.387, H13 1.063, H14 1.066
4 C -0.37 0.08 0.53  C1 1.645, C6 1.523, N8 1.427, N9 1.536
5 C 0.71 2.49 0.41  C6 1.598, H15 1.121, H16 1.053, H17 1.112
6 C 0.85 0.95 0.80  C4 1.523, C5 1.598, H18 1.158, H19 1.042
7 N 0.30 -1.64 2.14  C1 1.265, H20 1.001
8 N -1.55 0.47 1.22  C4 1.427, H21 1.021, H22 1.015
9 N -0.67 0.33 -0.95  C2 1.502, C4 1.536, H23 0.975, H24 1.144
10 O 0.48 -2.27 -0.12  C1 1.356, C3 1.387
11 H -0.43 -0.61 -2.89  C2 1.103
12 H -1.68 -1.35 -1.78  C2 1.146
13 H 0.35 -2.82 -1.92  C3 1.063
14 H 1.45 -1.53 -1.73  C3 1.066
15 H 0.10 2.34 -0.51  C5 1.121
16 H 1.71 2.78 0.24  C5 1.053
17 H 0.31 3.08 1.27  C5 1.112
18 H 1.21 0.91 1.91  C6 1.158
19 H 1.59 0.63 0.14  C6 1.042
20 H 0.81 -2.46 2.39  N7 1.001
21 H -1.31 1.34 1.70  N8 1.021
22 H -1.99 -0.25 1.78  N8 1.015
23 H -0.15 1.09 -1.26  N9 0.975
24 H -1.79 0.59 -0.96  N9 1.144

# 8
The following is a quantum chemistry calculation of the ion C6H14N3O2 with charge +1, from OMol25.

Its energy above the lowest of the compared OMol25 structures with the same formula, charge and spin is 6.7360 eV. The strongest force on any atom comes out at 4.08 eV/A. The calculated total energy is -551.26851 Ha. As for the net charge: +1. As for the SMILES: C=C/C(=[NH+]/ON(C)C)N(C)O. The calculation puts the frontier orbital gap at 9.15 eV.

Each atom is followed by the atoms it is bonded to, with distances in Å.
Positions of all 25 atoms, in Å:
1 C -1.90 -1.87 -1.53  C2 1.332, H12 1.069, H13 1.065
2 C -0.60 -1.85 -1.22  C1 1.332, C3 1.446, H14 1.158
3 C 0.25 -0.76 -0.81  C2 1.446, N7 1.295, N9 1.340
4 C 2.23 -1.71 -1.95  N7 1.427, H15 1.087, H16 1.103, H17 1.096
5 C 0.80 2.11 1.87  N8 1.441, H18 1.094, H19 1.106, H20 1.180
6 C -1.43 2.52 1.09  N8 1.440, H21 1.155, H22 1.151, H23 1.146
7 N 1.49 -0.76 -1.18  C3 1.295, C4 1.427, O10 1.405
8 N -0.03 2.52 0.76  C5 1.441, C6 1.440, O11 1.549
9 N -0.44 0.31 -0.38  C3 1.340, O11 1.444, H24 0.982
10 O 2.32 0.31 -0.80  N7 1.405, H25 0.980
11 O 0.09 1.65 -0.51  N8 1.549, N9 1.444
12 H -2.32 -2.84 -1.69  C1 1.069
13 H -2.35 -0.91 -1.49  C1 1.065
14 H 0.08 -2.79 -1.20  C2 1.158
15 H 2.96 -2.22 -1.32  C4 1.087
16 H 1.60 -2.46 -2.46  C4 1.103
17 H 2.91 -1.31 -2.70  C4 1.096
18 H 1.79 2.56 1.87  C5 1.094
19 H 0.41 2.18 2.90  C5 1.106
20 H 1.00 0.97 1.62  C5 1.180
21 H -1.99 2.58 0.08  C6 1.155
22 H -1.73 1.50 1.54  C6 1.151
23 H -1.64 3.46 1.71  C6 1.146
24 H -1.42 0.34 -0.39  N9 0.982
25 H 1.78 1.04 -0.43  O10 0.980

# 9
The following is a quantum chemistry calculation of a cluster of 2 separate species, C6H14N3S in total, from OMol25.

Its spin multiplicity is 3. Its energy above the lowest of the compared OMol25 structures with the same formula, charge and spin is 2.1427 eV. The strongest force on any atom comes out at 4.56 eV/A. The calculated total energy is -798.95252 Ha. As for the net charge: +1. The calculation puts the frontier orbital gap (spin up / spin down) at 6.42 / 6.94 eV.

Each atom is followed by the atoms it is bonded to, with distances in Å.
Positions of all 24 atoms, in Å:
1 C -1.15 1.50 -0.03  N7 1.231, N8 1.359
2 C -0.16 -2.11 -1.43  C3 1.602, C4 1.474, H11 1.094, H12 1.049
3 C 0.36 -0.60 -1.50  C2 1.602, C5 1.502, H13 1.106, H14 1.058
4 C 0.24 -2.52 -0.07  C2 1.474, S10 1.818, H15 1.109, H16 1.104
5 C 0.48 0.10 -0.17  C3 1.502, C6 1.523, S10 1.845
6 C 1.82 0.77 0.14  C5 1.523, H17 1.071, H18 1.106, H19 1.097
7 N -1.71 1.65 -1.12  C1 1.231, H20 1.041
8 N -1.27 2.02 1.22  C1 1.359, N9 1.446, H21 0.998
9 N -0.31 1.51 2.16  N8 1.446, H22 1.044, H24 0.952
10 S 0.00 -1.15 1.10  C4 1.818, C5 1.845, H23 1.500
11 H -1.21 -2.15 -1.72  C2 1.094
12 H 0.49 -2.62 -2.08  C2 1.049
13 H 1.33 -0.56 -2.03  C3 1.106
14 H -0.39 -0.10 -2.05  C3 1.058
15 H -0.19 -3.44 0.39  C4 1.109
16 H 1.34 -2.59 -0.01  C4 1.104
17 H 2.23 0.19 0.94  C6 1.071
18 H 1.65 1.83 0.40  C6 1.106
19 H 2.45 0.91 -0.75  C6 1.097
20 H -2.23 2.53 -1.33  N7 1.041
21 H -2.05 2.36 1.74  N8 0.998
22 H -0.71 1.57 3.12  N9 1.044
23 H -1.49 -1.13 0.97  S10 1.500
24 H 0.49 2.02 2.08  N9 0.952

# 10
The following is a quantum chemistry calculation of a cluster of 2 separate species, C6H14N4O in total, from OMol25.

Its energy above the lowest of the compared OMol25 structures with the same formula, charge and spin is 1.5511 eV. The strongest force on any atom comes out at 4.16 eV/A. The calculated total energy is -530.59251 Ha. As for the net charge: +2. The calculation puts the frontier orbital gap at 9.09 eV.

Each atom is followed by the atoms it is bonded to, with distances in Å.
Positions of all 25 atoms, in Å:
1 C 0.18 -1.06 1.81  C2 1.376, C4 1.401, H12 1.084
2 C -1.15 -0.84 1.53  C1 1.376, N7 1.393, O11 1.308
3 C -1.19 0.87 -0.23  N7 1.319, N8 1.283
4 C 1.23 -0.15 1.60  C1 1.401, N9 1.299, H13 1.082
5 C 0.06 -0.99 -1.85  N10 1.420, H14 1.088, H15 1.095, H16 1.097
6 C 1.01 1.20 -1.94  N10 1.417, H17 1.096, H18 1.090, H19 1.097
7 N -1.68 0.23 0.81  C2 1.393, C3 1.319, H20 1.028
8 N -1.75 1.85 -0.84  C3 1.283, H21 1.021, H22 1.017
9 N 2.46 -0.41 1.91  C4 1.299, H23 1.015, H24 1.014
10 N 0.54 0.13 -1.13  C5 1.420, C6 1.417
11 O -2.12 -1.62 1.94  C2 1.308, H25 0.971
12 H 0.42 -1.99 2.32  C1 1.084
13 H 1.02 0.83 1.19  C4 1.082
14 H -0.44 -1.69 -1.18  C5 1.088
15 H -0.58 -0.76 -2.71  C5 1.095
16 H 0.95 -1.50 -2.24  C5 1.097
17 H 0.42 1.41 -2.83  C6 1.096
18 H 1.16 2.10 -1.34  C6 1.090
19 H 2.00 0.89 -2.29  C6 1.097
20 H -2.66 0.38 1.07  N7 1.028
21 H -2.64 2.26 -0.57  N8 1.021
22 H -1.30 2.27 -1.65  N8 1.017
23 H 2.74 -1.31 2.30  N9 1.015
24 H 3.20 0.28 1.81  N9 1.014
25 H -1.88 -2.36 2.52  O11 0.971